(1)
Computed, not measured: a structure of composition C5H11NO in a non-equilibrium geometry, with ωB97M-V/def2-TZVPD.

Geometry as XYZ:
```
18
Properties=species:S:1:pos:R:3:mulliken_charge:R:1
C -2.00256 0.30025 -0.74842 -0.92
C -0.34832 0.58009 0.94484 0.42
O 0.41457 1.63101 1.51799 -0.53
N -0.78008 0.93722 -0.35271 -0.55
H 0.51156 2.27750 0.80686 0.31
H -1.15138 0.33249 1.65434 0.36
H -2.18369 0.46186 -1.81282 0.32
H -2.85485 0.72434 -0.19565 0.35
H -2.02908 -0.78981 -0.55168 0.32
C 0.83668 -0.47742 -1.31959 -1.12
C 0.50326 -0.65793 0.63546 -0.24
C 1.76140 -0.76437 1.17292 -0.76
H -0.12871 -1.51014 0.38947 0.36
H -0.00305 -0.62436 -1.98695 0.37
H 1.46873 -1.36017 -1.30682 0.45
H 1.39361 0.42683 -1.52236 0.28
H 2.08487 -0.06515 1.93128 0.28
H 2.50701 -1.42225 0.74384 0.30
```

Its LUMO energy (spin up / spin down) is -0.06 / 0.02 eV. As for the electronic energy: -8895.7558 eV. The orbital gap (spin up / spin down) comes out at 8.81 / 7.61 eV. The HOMO energy (spin up / spin down) comes out at -8.870 / -7.591 eV. The energy relative to the best compared isomer or geometry (same formula, charge and spin) comes out at 137.0 kcal per mole. As for the net charge: 0.

---

(2)
Computed, not measured: a structure of composition CH3F3NS in a non-equilibrium geometry, with ωB97M-V/def2-TZVPD.

Geometry as XYZ:
```
9
Properties=species:S:1:pos:R:3:mulliken_charge:R:1
C -1.66084 0.33007 0.10528 -0.50
N -0.39993 0.81107 0.02617 -0.20
F 1.30431 -1.21349 0.72338 -0.09
F 1.67722 -0.19100 -1.44895 -0.09
F 3.39496 -0.24165 0.18529 -0.10
S 1.84623 0.17610 0.13092 1.06
H -2.41448 1.13667 0.30424 0.30
H -1.78018 -0.55338 0.77422 0.29
H -1.96730 -0.25440 -0.80056 0.32
```

Its LUMO energy (spin up / spin down) is -7.02 / -7.21 eV. As for the electronic energy: -21549.7809 eV. The orbital gap (spin up / spin down) comes out at 8.47 / 8.39 eV. The HOMO energy (spin up / spin down) comes out at -15.490 / -15.597 eV. The energy relative to the best compared isomer or geometry (same formula, charge and spin) comes out at 67.1 kcal per mole. As for the net charge: +1.

---

(3)
Computed, not measured: a structure of composition C15H33As4F6N2O3Sn, with ωB97M-V/def2-TZVPD.

Geometry as XYZ:
```
64
Properties=species:S:1:pos:R:3:lowdin_spin:R:1
Sn -0.92618 0.50883 -2.18961 0.01
N -0.45580 -1.21684 -4.14882 0.00
C -0.80351 -0.64296 -5.45155 0.00
C -2.00043 0.29405 -5.38172 0.03
O -2.78495 0.36357 -6.30091 0.11
N -2.03995 1.10680 -4.24749 0.31
C -3.11742 1.94342 -4.11159 0.14
C -3.79943 1.65692 -2.58643 0.10
O -4.99090 1.75497 -2.60764 0.19
O -2.92610 1.46825 -1.70244 0.05
H 0.46173 -1.64643 -4.17481 0.00
H -1.10337 -1.95726 -3.89969 0.00
H -1.01178 -1.39113 -6.21395 0.00
H 0.03546 -0.03556 -5.79829 0.00
H -3.88554 1.86175 -4.87357 0.00
H -2.84070 2.98353 -3.89755 0.03
C 2.73178 -1.64946 -0.41186 0.00
As 1.93745 0.10233 -0.77573 0.00
C 3.36613 0.75689 -1.95234 0.00
C 2.55397 1.12948 0.79138 0.00
C 1.78602 1.03042 2.12436 0.00
C 2.73031 1.55077 3.22222 0.00
C 0.55022 1.93952 2.11275 0.00
As -0.94613 1.51251 0.89731 0.00
C -1.91843 3.18046 1.19670 0.00
C -2.05073 0.39302 2.04903 0.00
C 1.40688 -0.43121 2.41304 0.00
As 0.57810 -0.81849 4.16915 0.00
C 2.20210 -1.37965 5.11967 0.00
C 0.01106 -2.62784 3.67246 0.00
H 3.65094 -1.55375 0.16689 0.00
H 2.95723 -2.11900 -1.36931 0.00
H 2.02401 -2.27997 0.12188 0.00
H 4.33323 0.73812 -1.44770 0.00
H 3.15114 1.77711 -2.26865 0.00
H 3.41703 0.12357 -2.83736 0.00
H 2.56881 2.17240 0.45892 0.00
H 3.59535 0.83364 0.95084 0.00
H 3.09194 2.55192 2.97647 0.00
H 3.59556 0.89194 3.33293 0.00
H 2.21710 1.60737 4.18579 0.00
H 0.86053 2.95847 1.86419 0.00
H 0.10499 1.96974 3.10972 0.00
H -1.99609 3.38054 2.26522 0.00
H -2.91540 3.07691 0.77071 0.00
H -1.41382 4.01300 0.70765 0.00
H -2.07962 0.80353 3.05647 0.00
H -1.68524 -0.63176 2.07282 0.00
H -3.05324 0.37675 1.62254 0.00
H 2.29611 -1.06402 2.33839 0.00
H 0.69526 -0.78383 1.65674 0.00
H 2.76634 -0.51823 5.47307 0.00
H 2.83828 -1.98828 4.47442 0.00
H 1.90718 -1.97371 5.98496 0.00
H -0.80132 -2.58562 2.94658 0.00
H -0.34548 -3.15289 4.55779 0.00
H 0.84476 -3.18396 3.24009 0.00
F -0.89682 -1.41425 -0.60211 0.00
As -2.22738 -2.51789 -1.02833 0.00
F -2.59156 -1.26998 -2.27570 0.00
F -1.16940 -3.22900 -2.20418 0.00
F -3.52511 -3.47137 -1.58158 0.00
F -1.73586 -3.62085 0.17540 0.00
F -3.22932 -1.65733 0.06237 0.00
```

Its LUMO energy (spin up / spin down) is -0.38 / -2.81 eV. As for the spin multiplicity: 2. As for the electronic energy: -290706.5800 eV. The orbital gap (spin up / spin down) comes out at 7.78 / 5.32 eV. The HOMO energy (spin up / spin down) comes out at -8.158 / -8.130 eV. As for the net charge: 0.

---

(4)
Computed, not measured: a structure of composition C18H15I3O3RhS, with ωB97M-V/def2-TZVPD.

Geometry as XYZ:
```
41
Properties=species:S:1:pos:R:3:mulliken_charge:R:1
Rh 1.01487 -0.57943 2.25564 -0.25
I 1.70079 -0.26874 4.79962 0.27
C 3.69028 -0.87018 4.26156 -0.82
I 3.61042 -1.64410 2.25552 0.28
H 4.07034 -1.62925 4.93274 0.39
H 4.32258 0.00782 4.24197 0.43
I -0.75519 -2.34369 2.65663 0.32
C -2.31861 -0.94411 2.58491 0.65
C -3.62457 -1.29213 2.72003 -0.57
C -4.58517 -0.25896 2.63141 -0.58
C -4.20513 1.03465 2.41054 -0.99
C -2.84162 1.38722 2.25980 0.79
C -2.40910 2.70992 1.99471 -0.83
C -1.08460 2.99148 1.82671 -0.93
C -0.11267 1.96509 1.91942 -0.14
C -0.50901 0.69380 2.18312 0.11
C -1.86919 0.36510 2.35785 0.93
H -3.93635 -2.31531 2.87905 0.42
H -5.63151 -0.51025 2.73494 0.41
H -4.95289 1.81392 2.33805 0.43
H -3.14940 3.49563 1.91690 0.42
H -0.76371 4.00054 1.60710 0.41
H 0.93294 2.20955 1.74436 0.46
C 2.55764 -0.13557 -6.06330 -1.38
C 1.91375 -0.33973 -4.72200 0.82
C 0.57813 -0.01778 -4.50826 -0.77
C -0.01506 -0.20497 -3.26928 -0.48
C 0.73914 -0.72865 -2.23211 0.04
C 2.07441 -1.06247 -2.41949 -0.35
C 2.65198 -0.86187 -3.65866 -0.67
S -0.08361 -1.03417 -0.70746 1.51
O -1.16223 -0.09897 -0.56782 -0.58
O -0.39900 -2.43211 -0.58740 -0.66
O 1.07223 -0.70147 0.29284 -0.61
H 1.84504 0.24718 -6.79134 0.35
H 2.96178 -1.07435 -6.44403 0.34
H 3.38543 0.57159 -5.99346 0.33
H -0.00908 0.38916 -5.32162 0.31
H -1.05047 0.05941 -3.10420 0.46
H 2.65285 -1.47576 -1.60519 0.34
H 3.69358 -1.11803 -3.80980 0.39
```

Its LUMO energy is -5.39 eV. As for the electronic energy: -63189.4347 eV. The orbital gap comes out at 5.80 eV. The HOMO energy comes out at -11.193 eV. The energy relative to the best compared isomer or geometry (same formula, charge and spin) comes out at 21.7 kcal per mole. As for the net charge: +1.

---

(5)
Computed, not measured: a structure of composition C6H6F9NaO12S3 in a non-equilibrium geometry, with ωB97M-V/def2-TZVPD.

Geometry as XYZ:
```
37
Properties=species:S:1:pos:R:3:mulliken_charge:R:1
Na -1.08593 -0.02496 0.80026 0.89
C -1.06515 3.72835 -1.85267 0.56
F 0.00994 3.02310 -2.24841 -0.21
F -0.62274 4.90379 -1.35351 -0.25
F -1.79088 4.02164 -2.96251 -0.26
S -2.08077 2.79575 -0.62900 1.20
O -1.08878 2.34752 0.33033 -0.62
O -3.03821 3.77152 -0.16969 -0.68
O -2.63120 1.72190 -1.43103 -0.69
C -3.32944 -3.67753 1.00589 0.49
F -3.14610 -5.00071 0.90938 -0.24
F -4.52481 -3.40400 0.47779 -0.24
F -3.38700 -3.38281 2.30795 -0.24
S -1.97350 -2.74145 0.16018 1.40
O -0.95918 -2.51343 1.16542 -0.68
O -1.55605 -3.58964 -0.93337 -0.71
O -2.64320 -1.51810 -0.26388 -0.74
C 3.12728 0.02007 2.94480 0.58
F 3.42758 1.23625 2.44060 -0.25
F 3.38219 -0.86894 1.96858 -0.24
F 4.01919 -0.22168 3.92381 -0.26
S 1.39379 -0.08057 3.52995 1.13
O 0.68498 0.58515 2.45189 -0.57
O 1.19215 -1.48437 3.64951 -0.67
O 1.45523 0.66050 4.77346 -0.70
C -0.34145 -1.13312 -2.88973 -0.52
O 0.89811 -0.42033 -2.94666 -0.41
C 1.34159 0.00728 -1.77064 0.69
O 0.75327 -0.03945 -0.72599 -0.29
O 2.56388 0.52256 -1.93080 -0.41
C 3.13659 1.06455 -0.73816 -0.69
H -1.08592 -0.63068 -2.27174 0.18
H -0.21416 -2.12840 -2.46629 0.33
H -0.70805 -1.17907 -3.91181 0.24
H 3.74878 0.31576 -0.23907 0.27
H 2.36438 1.42008 -0.05953 0.30
H 3.77360 1.89348 -1.04531 0.30
```

Its LUMO energy is 4.20 eV. As for the electronic energy: -92275.7199 eV. The orbital gap comes out at 8.40 eV. The HOMO energy comes out at -4.202 eV. The energy relative to the best compared isomer or geometry (same formula, charge and spin) comes out at 0.0 kcal per mole. As for the net charge: -2.